This record from the Open Molecules 2025 dataset describes an isolated molecule of C6H4S. The level of theory is ωB97M-V with the def2-TZVPD basis set.

Properties
M ... 108.2 g mol⁻¹
Charge ... 0
LUMO level ... -0.3718 eV
SMILES ... C#CC(C#C)C=S
Energy above the lowest of the compared OMol25 structures with the same formula, charge and spin ... 32.1 kcal/mol
Energy ... -629.04372 Ha

Each line ends with the Mulliken charge.
CARTESIAN COORDINATES (ANGSTROEM)
C  -1.91323  0.00429  2.29289  0.24
C  -0.90933  0.09899  1.64965  -0.86
C  0.25108  0.21167  0.74018  0.60
C  0.85603  -1.07909  0.43607  -0.81
C  1.30030  -2.16112  0.14615  0.16
C  -0.13520  1.04430  -0.49480  -0.47
S  0.25796  0.73251  -2.02610  -0.20
H  -2.84115  -0.11193  2.85176  0.40
H  1.01442  0.85267  1.23218  0.21
H  1.67499  -3.13933  -0.08636  0.41
H  -0.67355  1.96414  -0.20076  0.31

Force components x, y, z for each atom (eV/Å):
-0.88 -0.13 0.50
0.20 -0.03 -0.40
0.11 0.64 0.11
0.26 -1.07 -0.35
-0.25 0.55 0.26
0.10 0.12 -0.19
-0.26 0.14 0.72
0.88 0.14 -0.42
-0.26 -0.28 -0.05
-0.08 0.38 0.06
0.18 -0.46 -0.23


This record from the Open Molecules 2025 dataset describes a structure of composition C6H5Br3O2. The level of theory is ωB97M-V with the def2-TZVPD basis set.

Properties
M ... 348.8 g mol⁻¹
Charge ... 0
LUMO level ... -0.2204 eV
Energy above the lowest of the compared OMol25 structures with the same formula, charge and spin ... 0.0 kcal/mol
Energy ... -8104.09113 Ha

Each line ends with the Mulliken charge.
CARTESIAN COORDINATES (ANGSTROEM)
C  -1.41713  1.85018  0.18656  0.38
C  -0.64246  -0.53415  0.99372  -0.89
C  0.43546  1.00690  -0.76274  -0.60
C  -0.42371  -0.19207  -0.44607  -0.14
C  -1.56403  0.36200  0.28408  0.46
C  -3.15333  -0.11268  -0.00817  0.30
O  -2.18911  2.58321  0.69311  -0.51
O  -0.40132  2.20640  -0.55560  -0.35
Br  -3.29787  -1.96470  -0.34075  -0.02
Br  -4.14678  0.37032  1.66840  -0.02
Br  -3.71261  0.93094  -1.59023  0.00
H  -1.07218  -1.58486  1.20476  0.14
H  0.08953  -0.34588  1.72305  0.33
H  1.22677  1.23021  0.02745  0.24
H  0.80119  1.18823  -1.74186  0.31
H  -0.55803  -0.98190  -1.16114  0.38

Force components x, y, z for each atom (eV/Å):
-0.91 -0.84 1.08
-0.88 -2.72 0.10
0.75 1.86 2.12
0.55 -0.80 -0.86
-3.18 -0.66 -0.73
2.28 2.01 1.11
-0.87 1.78 0.58
0.76 -0.48 -0.53
-0.06 -0.35 -0.13
0.32 -0.38 -1.15
-0.11 -0.57 0.65
0.62 1.77 -0.66
0.63 1.13 0.89
-0.45 -0.97 -1.25
0.50 -0.70 -0.87
0.05 -0.07 -0.37


This record from the Open Molecules 2025 dataset describes an isolated molecule of C6H5BrFN. The level of theory is ωB97M-V with the def2-TZVPD basis set.

Properties
M ... 190.0 g mol⁻¹
Charge ... 0
LUMO level (alpha / beta) ... -1.8005 / -1.7194 eV
SMILES ... FN(Br)c1ccccc1
Energy above the lowest of the compared OMol25 structures with the same formula, charge and spin ... 59.1 kcal/mol
Energy ... -2960.12108 Ha

Each line ends with the Mulliken charge.
CARTESIAN COORDINATES (ANGSTROEM)
F  1.12694  -2.33908  -1.50251  -0.14
N  1.34748  -0.99178  -1.40842  -0.37
Br  1.34331  -0.16695  -3.47312  -0.13
C  0.42996  -0.39749  -0.59720  0.55
C  -0.60658  -1.10533  0.03240  -0.21
C  -1.28191  -0.50326  1.10332  -0.42
C  -1.01349  0.85932  1.36299  -0.45
C  0.15400  1.46554  0.80455  -0.30
C  0.83847  0.91392  -0.19413  -0.19
H  -0.89194  -2.12826  -0.16765  0.39
H  -2.06170  -1.19342  1.44749  0.32
H  -1.49247  1.56594  2.07899  0.30
H  0.42330  2.49523  1.04062  0.32
H  1.68463  1.52562  -0.52732  0.33

Force components x, y, z for each atom (eV/Å):
-0.50 -0.09 -0.39
1.99 0.04 -1.96
-0.33 -0.70 1.42
-0.20 0.39 0.63
0.57 0.99 0.59
-0.26 0.83 -1.23
0.87 0.25 1.09
-2.42 1.00 0.90
0.47 -1.25 -0.70
0.47 0.07 -0.49
0.01 1.15 0.71
-0.20 -1.36 -0.37
-0.30 -0.27 0.44
-0.19 -1.05 -0.64


This record from the Open Molecules 2025 dataset describes a cluster of 2 separate species, C6H5BrFNO in total. The level of theory is ωB97M-V with the def2-TZVPD basis set.

Properties
M ... 206.0 g mol⁻¹
Charge ... 0
LUMO level ... -0.0900 eV
SMILES ... C=C/N=C(/F)Br.C#CC=O
Energy above the lowest of the compared OMol25 structures with the same formula, charge and spin ... 45.8 kcal/mol
Energy ... -3035.35115 Ha

Each line ends with the Mulliken charge.
CARTESIAN COORDINATES (ANGSTROEM)
C  -2.65811  0.47324  0.61181  -0.56
C  -2.31802  -0.57722  -0.14327  -0.05
N  -1.14520  -1.21293  0.19157  -0.36
C  -0.61169  -2.18952  -0.39223  0.55
F  0.41063  -2.73547  0.18190  -0.20
Br  -1.15639  -3.11542  -1.93650  -0.11
H  -3.66761  0.96056  0.38270  0.24
H  -1.84351  0.93176  1.27132  0.24
H  -3.13226  -0.96198  -0.76606  0.25
C  2.54722  -0.06504  1.28851  -0.07
C  2.58459  -0.46657  0.13471  -0.22
C  3.06272  -0.89029  -1.19821  0.04
O  3.57535  -0.17193  -2.01373  -0.42
H  2.23950  0.22266  2.25970  0.41
H  2.67564  -1.88714  -1.39464  0.27

Force components x, y, z for each atom (eV/Å):
0.05 1.42 -0.51
-1.55 0.75 1.16
1.07 -1.33 -1.04
-1.87 1.62 0.73
1.43 -0.90 0.14
0.00 0.00 -0.12
1.75 -0.50 0.74
-1.69 -0.61 -0.74
0.81 -0.48 -0.36
-0.73 -0.86 -2.10
1.47 1.13 1.51
-1.71 0.64 0.43
0.28 -0.30 0.36
0.20 0.11 0.34
0.50 -0.70 -0.54


This record from the Open Molecules 2025 dataset describes a structure of composition C6H5Cl2NO2. The level of theory is ωB97M-V with the def2-TZVPD basis set.

Properties
M ... 194.0 g mol⁻¹
Charge ... 0
LUMO level ... -0.3912 eV
Energy above the lowest of the compared OMol25 structures with the same formula, charge and spin ... 97.9 kcal/mol
Energy ... -1357.05680 Ha

Each line ends with the Mulliken charge.
CARTESIAN COORDINATES (ANGSTROEM)
C  -0.52561  -0.90550  0.36021  -0.41
C  0.71069  -1.64492  0.35104  -0.15
C  -0.63529  0.37575  0.03321  -0.41
C  1.91436  -1.16585  0.24659  0.13
C  0.56934  1.25769  -0.25300  -0.47
C  1.92842  0.73136  0.10606  0.29
N  3.01170  0.99988  -0.90983  0.89
O  2.71315  0.71782  -2.06263  -0.56
O  4.13020  1.41434  -0.63354  -0.53
Cl  3.36054  -2.11611  0.35220  -0.15
Cl  2.53918  1.27331  1.69467  -0.14
H  -1.37223  -1.51762  0.51496  0.39
H  0.66943  -2.81782  0.54793  0.20
H  -1.55655  0.92794  0.14240  0.35
H  0.76089  1.32686  -1.36073  0.30
H  0.16733  2.29196  0.18488  0.27

Force components x, y, z for each atom (eV/Å):
-0.01 0.30 -0.80
-0.30 -3.62 0.80
1.15 0.14 0.60
1.09 3.79 -0.55
-1.29 1.34 -1.06
1.25 -3.39 2.78
1.61 0.36 -1.87
-0.62 -0.07 0.51
-1.56 -0.43 0.85
-0.55 1.06 -0.17
-0.36 -0.12 -0.41
-1.00 -0.24 0.41
-0.12 2.62 -0.51
-0.24 -0.25 -0.33
-1.09 0.36 0.64
2.04 -1.85 -0.90


This record from the Open Molecules 2025 dataset describes a cluster of 2 separate species, C6H5Cl3F8O in total. The level of theory is ωB97M-V with the def2-TZVPD basis set.

Properties
M ... 351.4 g mol⁻¹
Charge ... 0
LUMO level ... 0.5701 eV
SMILES ... FC(F)C(F)(F)COC(F)(F)C(F)F.ClC(Cl)Cl
Energy ... -2486.33390 Ha

Each line ends with the Mulliken charge.
CARTESIAN COORDINATES (ANGSTROEM)
F  13.11863  14.81584  -1.28233  -0.17
C  12.70567  14.47296  -2.49675  0.17
F  13.66760  13.86029  -3.22954  -0.29
C  11.32544  13.79153  -2.41831  0.98
F  11.50426  12.66193  -1.67083  -0.32
F  10.92331  13.41001  -3.62279  -0.29
C  10.20551  14.51827  -1.86359  -0.88
O  10.07682  15.85508  -2.31274  -0.41
C  9.77154  16.86458  -1.28738  0.96
F  8.70772  16.42439  -0.59103  -0.27
F  10.84472  16.86822  -0.42913  -0.24
C  9.55946  18.23531  -1.93204  0.09
F  9.26645  19.25219  -1.16291  -0.25
F  10.54668  18.50275  -2.75921  -0.21
H  12.54104  15.40508  -3.03726  0.17
H  10.40802  14.54218  -0.79284  0.39
H  9.27838  13.94575  -1.89107  0.40
H  8.72057  18.22623  -2.62793  0.19
Cl  15.74797  19.04649  0.48161  -0.15
C  14.30879  18.11306  -0.11939  0.07
Cl  14.48449  16.47573  0.46910  -0.09
Cl  14.40372  18.01477  -1.88686  -0.13
H  13.38025  18.59374  0.18860  0.28

Force components x, y, z for each atom (eV/Å):
0.38 -0.79 0.74
-1.07 2.41 -1.98
-0.39 -0.92 0.84
1.85 -1.62 -0.39
-0.27 -0.33 0.20
0.38 -0.66 -1.96
-1.17 1.81 3.86
-0.72 2.46 0.39
1.73 -3.25 -0.30
0.14 0.71 -0.09
-0.78 0.45 -0.29
-2.64 -1.15 -2.90
0.69 0.90 2.16
2.40 0.51 -0.18
-0.14 0.26 -0.05
0.10 0.12 0.29
0.04 -0.04 -0.80
-0.64 -1.08 0.23
-0.91 -0.02 -0.18
1.41 -0.07 -0.27
-0.31 0.04 0.73
-0.34 0.42 -0.05
0.28 -0.17 0.01